Density functional theory data (the ωB97M-V functional and the def2-TZVPD basis) for a cluster of 2 separate species, C2H3Cl2NOS in total in a non-equilibrium geometry.

```
! RIJCOSX wB97M-V def2-TZVPD def2/J DEFGRID3
* xyz 0 1
C -2.586 -1.280 -0.426
C -2.538 1.060 0.170
N -2.680 0.042 -0.545
O -1.828 -2.052 -0.892
S 1.417 -1.287 -1.011
Cl -4.046 -1.856 0.474
Cl -3.022 2.571 -0.396
H -2.105 1.068 1.171
H 2.037 -0.133 -1.229
H 1.324 -1.036 0.289
*
```

## Properties
HOMO, eV: -9.63
Frontier orbital gap, eV: 9.4141
Molecular weight, g/mol: 160.0

List of natural (NBO) charges in e, atom by atom: 0.6713 0.1452 -0.4708 -0.4926 -0.2621 -0.1180 0.0675 0.1968 0.1320 0.1307


Density functional theory data (the ωB97M-V functional and the def2-TZVPD basis) for an isolated molecule of C2H3Cl2NOS in a non-equilibrium geometry.

```
! RIJCOSX wB97M-V def2-TZVPD def2/J DEFGRID3
* xyz 0 1
C -0.370 -0.609 -0.243
C 1.051 0.311 -0.161
N -1.316 0.181 0.364
O 0.933 1.439 -0.583
S -1.922 1.479 -0.357
Cl 2.214 -0.819 -0.997
Cl 1.457 0.140 1.658
H -0.535 -0.701 -1.314
H -0.175 -1.555 0.248
H -1.335 0.135 1.386
*
```

## Properties
HOMO (spin up / spin down), eV: -9.91 / -9.97
Frontier orbital gap (spin up / spin down), eV: 6.8974 / 7.0908
Molecular weight, g/mol: 160.0

List of natural (NBO) charges in e, atom by atom: -0.2902 0.3616 -0.5582 -0.5846 0.4192 -0.0851 -0.1881 0.2451 0.2489 0.4314


Density functional theory data (the ωB97M-V functional and the def2-TZVPD basis) for an isolated molecule of C2H3Cl2NOS2 in a non-equilibrium geometry.

```
! RIJCOSX wB97M-V def2-TZVPD def2/J DEFGRID3
* xyz 0 3
C 0.136 -0.721 -0.722
C -0.408 -1.960 -0.045
N 0.595 0.210 0.390
O -0.334 4.203 -0.634
S -0.350 1.647 0.668
S 0.690 3.328 0.009
Cl -1.995 -1.954 0.683
Cl 0.667 -3.085 0.812
H 1.104 -1.123 -1.195
H -0.659 -0.323 -1.261
H 0.554 -0.221 1.295
*
```

## Properties
HOMO (spin up / spin down), eV: -8.54 / -9.69
Frontier orbital gap (spin up / spin down), eV: 8.9819 / 8.2343
Molecular weight, g/mol: 192.1
Expectation value of S²: 2.01

List of natural (NBO) charges in e, atom by atom: -0.3247 -0.0349 -0.7498 -0.7679 0.1815 0.7980 0.0280 0.0069 0.2392 0.2393 0.3844


Density functional theory data (the ωB97M-V functional and the def2-TZVPD basis) for a cluster of 2 separate species, C2H3Cl2NSSi in total in a non-equilibrium geometry.

```
! RIJCOSX wB97M-V def2-TZVPD def2/J DEFGRID3
* xyz 0 1
C -1.166 2.343 -0.229
C -0.712 -0.755 0.114
N -1.948 2.364 -1.071
Si 0.073 0.236 1.371
S 0.022 2.355 0.966
Cl 2.603 1.001 -1.721
Cl 1.280 0.189 3.098
H 2.092 -0.166 -1.622
H -0.813 -1.741 0.431
H -1.519 -0.346 -0.487
*
```

## Properties
HOMO, eV: -9.15
Frontier orbital gap, eV: 8.3967
Molecular weight, g/mol: 172.1

List of natural (NBO) charges in e, atom by atom: 0.0408 -1.1375 -0.2915 1.2715 -0.0644 -0.2723 -0.3121 0.2742 0.2220 0.2693


Density functional theory data (the ωB97M-V functional and the def2-TZVPD basis) for a cluster of 2 separate species, C2H3Cl2NSi in total in a non-equilibrium geometry.

```
! RIJCOSX wB97M-V def2-TZVPD def2/J DEFGRID3
* xyz 0 1
C -1.375 -0.882 -0.107
C -0.338 -0.205 -0.665
N -2.150 -1.412 0.570
Si 0.790 0.719 0.546
Cl 1.370 -0.320 2.076
Cl -0.304 2.373 0.976
H -0.608 0.258 -1.569
H 0.521 -1.325 -1.749
H 2.093 0.794 -0.078
*
```

## Properties
HOMO, eV: -10.63
Frontier orbital gap, eV: 9.6792
Molecular weight, g/mol: 140.0

List of natural (NBO) charges in e, atom by atom: 0.2013 -0.8437 -0.2787 1.2878 -0.3149 -0.3257 0.2721 0.1767 -0.1748


Density functional theory data (the ωB97M-V functional and the def2-TZVPD basis) for a cluster of 2 separate species, C2H3Cl2NSi in total in a non-equilibrium geometry.

```
! RIJCOSX wB97M-V def2-TZVPD def2/J DEFGRID3
* xyz 0 3
C -0.282 -1.096 -0.697
C -1.224 -0.245 -0.027
N 0.470 -1.880 -1.063
Si -0.621 1.380 0.334
Cl 2.561 -0.947 0.929
Cl 1.106 2.273 -0.437
H -2.207 -0.569 -0.301
H 1.450 -1.499 0.410
H -1.252 2.584 0.852
*
```

## Properties
HOMO (spin up / spin down), eV: -6.95 / -11.02
Frontier orbital gap (spin up / spin down), eV: 7.1101 / 7.4469
Molecular weight, g/mol: 140.0
Expectation value of S²: 2.02

List of natural (NBO) charges in e, atom by atom: 0.2206 -0.6008 -0.2680 0.9121 -0.3166 -0.3507 0.2524 0.2801 -0.1291


Density functional theory data (the ωB97M-V functional and the def2-TZVPD basis) for an isolated molecule of C2H3Cl2O2P in a non-equilibrium geometry.

```
! RIJCOSX wB97M-V def2-TZVPD def2/J DEFGRID3
* xyz 0 1
C -1.495 -1.102 -0.122
C -3.016 0.667 0.213
O -0.472 -0.310 -0.477
O -2.661 -0.681 0.255
P 0.955 -0.531 0.568
Cl -1.038 -2.639 0.392
Cl -4.701 0.819 0.007
H -2.567 1.424 -0.392
H 1.598 0.652 -0.058
H 1.766 -1.306 -0.434
*
```

## Properties
HOMO (spin up / spin down), eV: -8.13 / -7.14
Frontier orbital gap (spin up / spin down), eV: 8.2428 / 7.0932
Molecular weight, g/mol: 160.9

List of natural (NBO) charges in e, atom by atom: 0.4875 -0.0643 -0.7332 -0.4210 0.5849 0.0316 -0.0123 0.1902 -0.0333 -0.0302


Density functional theory data (the ωB97M-V functional and the def2-TZVPD basis) for an isolated molecule of C2H3Cl3N2 in a non-equilibrium geometry.

```
! RIJCOSX wB97M-V def2-TZVPD def2/J DEFGRID3
* xyz 0 1
C 0.572 -0.327 0.586
C -0.575 0.561 0.154
N 0.428 -1.547 0.755
N 1.905 0.427 0.742
Cl -0.618 2.137 0.805
Cl 2.061 1.635 -0.496
Cl 3.313 -0.595 0.716
H -1.526 0.011 0.518
H -0.712 0.591 -0.838
H 1.166 -2.097 1.143
*
```

## Properties
HOMO, eV: -9.77
Frontier orbital gap, eV: 9.5434
Molecular weight, g/mol: 161.4

List of natural (NBO) charges in e, atom by atom: 0.4315 -0.4869 -0.6254 -0.4773 0.0129 0.1414 0.1400 0.2548 0.2326 0.3765


Density functional theory data (the ωB97M-V functional and the def2-TZVPD basis) for an isolated molecule of C2H3Cl3Si in a non-equilibrium geometry.

```
! RIJCOSX wB97M-V def2-TZVPD def2/J DEFGRID3
* xyz 0 1
Cl 2.791 -0.696 0.267
Cl 0.824 1.561 1.863
Cl 1.278 1.720 -1.405
C -1.481 -0.261 -0.191
C -0.307 -0.761 0.091
Si 1.012 0.383 0.183
H -2.300 -0.838 -0.639
H -1.648 0.730 -0.063
H -0.170 -1.839 -0.107
*
```

## Properties
HOMO, eV: -11.02
Frontier orbital gap, eV: 11.2998
Molecular weight, g/mol: 161.5

List of natural (NBO) charges in e, atom by atom: -0.3652 -0.3546 -0.3548 -0.2500 -0.7953 1.4769 0.2046 0.1839 0.2545


Density functional theory data (the ωB97M-V functional and the def2-TZVPD basis) for an isolated molecule of C2H3ClF2O in a non-equilibrium geometry.

```
! RIJCOSX wB97M-V def2-TZVPD def2/J DEFGRID3
* xyz 0 3
C -0.082 -0.254 0.497
C -0.269 0.123 -1.174
O 0.013 0.541 1.840
F -0.300 -1.043 -1.835
F 0.783 0.881 -1.481
Cl 1.547 -1.090 0.657
H -0.896 -0.852 0.596
H -1.432 0.417 -0.866
H 0.635 1.277 1.765
*
```

## Properties
HOMO (spin up / spin down), eV: -4.94 / -10.34
Frontier orbital gap (spin up / spin down), eV: 5.7126 / 6.1595
Molecular weight, g/mol: 116.5
Expectation value of S²: 2.01

List of natural (NBO) charges in e, atom by atom: -0.2925 0.5530 -0.4245 -0.3332 -0.3082 0.0083 0.1660 0.1827 0.4486


Density functional theory data (the ωB97M-V functional and the def2-TZVPD basis) for a cluster of 2 separate species, C2H3ClF2S in total in a non-equilibrium geometry.

```
! RIJCOSX wB97M-V def2-TZVPD def2/J DEFGRID3
* xyz 0 1
C -0.290 1.211 0.009
C -0.396 -0.047 -0.733
F -1.567 -0.646 -0.877
F 0.393 -0.314 -1.763
S 0.384 -2.251 1.640
Cl 2.284 -2.551 1.132
H 0.711 1.616 -0.118
H -0.497 1.040 1.063
H -1.021 1.943 -0.353
*
```

## Properties
HOMO (spin up / spin down), eV: -9.13 / -8.09
Frontier orbital gap (spin up / spin down), eV: 9.4456 / 5.9039
Molecular weight, g/mol: 132.6

List of natural (NBO) charges in e, atom by atom: -0.7506 0.7725 -0.3138 -0.3108 -0.0046 -0.1303 0.2509 0.2559 0.2308


Density functional theory data (the ωB97M-V functional and the def2-TZVPD basis) for a cluster of 2 separate species, C2H3ClFN in total in a non-equilibrium geometry.

```
! RIJCOSX wB97M-V def2-TZVPD def2/J DEFGRID3
* xyz 0 1
C 1.084 -0.712 -0.007
C -1.300 1.061 0.181
N 0.650 -1.842 -0.046
F -0.561 2.136 -0.086
Cl 2.363 0.279 0.073
H -1.784 1.002 1.075
H -1.617 0.793 -0.812
H 1.165 -2.718 -0.378
*
```

## Properties
HOMO (spin up / spin down), eV: -8.29 / -7.58
Frontier orbital gap (spin up / spin down), eV: 8.4172 / 8.3925
Molecular weight, g/mol: 95.5

List of natural (NBO) charges in e, atom by atom: 0.1955 0.0669 -0.6507 -0.3493 0.0954 0.1401 0.1407 0.3614


Density functional theory data (the ωB97M-V functional and the def2-TZVPD basis) for an isolated molecule of C2H3ClFNS in a non-equilibrium geometry.

```
! RIJCOSX wB97M-V def2-TZVPD def2/J DEFGRID3
* xyz 0 1
C 0.667 -0.677 -0.074
C -0.783 -0.448 -0.200
H 0.022 1.870 0.593
H 1.021 -1.642 -0.539
H -1.290 -1.427 -0.151
N 1.517 0.055 0.485
F -1.285 0.301 0.814
S 1.321 1.637 0.843
Cl -1.189 0.331 -1.771
*
```

## Properties
HOMO, eV: -9.22
Frontier orbital gap, eV: 9.5195
Molecular weight, g/mol: 127.6

List of natural (NBO) charges in e, atom by atom: 0.0165 0.1473 0.0914 0.1944 0.1991 -0.5331 -0.3331 0.2711 -0.0537


Density functional theory data (the ωB97M-V functional and the def2-TZVPD basis) for a cluster of 2 separate species, C2H3ClIN in total in a non-equilibrium geometry.

```
! RIJCOSX wB97M-V def2-TZVPD def2/J DEFGRID3
* xyz 0 1
C -2.335 -1.097 -0.794
C -0.710 0.616 0.004
N -1.575 -0.349 -0.152
Cl -3.098 -2.605 -0.201
I 3.527 0.320 -0.118
H 0.390 0.404 0.100
H -0.973 1.529 0.607
H 4.773 1.182 0.554
*
```

## Properties
HOMO (spin up / spin down), eV: -8.52 / -8.52
Frontier orbital gap (spin up / spin down), eV: 8.1499 / 8.1519
Molecular weight, g/mol: 203.4

List of natural (NBO) charges in e, atom by atom: 0.1440 -0.1558 -0.3612 -0.0256 -0.1110 0.1977 0.1979 0.1140


Density functional theory data (the ωB97M-V functional and the def2-TZVPD basis) for a cluster of 2 separate species, C2H3ClIN in total in a non-equilibrium geometry.

```
! RIJCOSX wB97M-V def2-TZVPD def2/J DEFGRID3
* xyz 0 1
C -2.475 0.071 -0.528
C -0.064 0.179 -0.450
N -1.351 0.160 -1.021
Cl -4.020 0.100 -0.886
I -1.394 -2.561 1.926
H 0.351 0.974 -0.938
H 0.374 -0.803 -0.803
H -0.030 0.182 0.540
*
```

## Properties
HOMO (spin up / spin down), eV: -9.27 / -7.72
Frontier orbital gap (spin up / spin down), eV: 8.3184 / 4.8667
Molecular weight, g/mol: 203.4

List of natural (NBO) charges in e, atom by atom: 0.2167 -0.4102 -0.3594 0.1954 -0.2960 0.2150 0.2261 0.2124


Density functional theory data (the ωB97M-V functional and the def2-TZVPD basis) for a cluster of 2 separate species, C2H3ClINO in total in a non-equilibrium geometry.

```
! RIJCOSX wB97M-V def2-TZVPD def2/J DEFGRID3
* xyz 0 1
C 0.608 -0.929 -0.431
C -1.392 0.587 -1.066
N 0.989 -0.343 0.596
O 0.566 -1.835 -1.196
Cl -0.983 1.872 0.043
I -3.198 -0.517 -0.386
H -1.619 0.982 -2.111
H 0.353 0.581 0.677
H 1.521 -0.930 1.201
*
```

## Properties
HOMO (spin up / spin down), eV: -7.80 / -7.81
Frontier orbital gap (spin up / spin down), eV: 7.5706 / 7.5776
Molecular weight, g/mol: 219.4

List of natural (NBO) charges in e, atom by atom: 0.8956 -0.6985 -0.8494 -0.4581 -0.0179 0.0256 0.2108 0.4517 0.4401


Density functional theory data (the ωB97M-V functional and the def2-TZVPD basis) for an isolated molecule of C2H3ClN2 in a non-equilibrium geometry.

```
! RIJCOSX wB97M-V def2-TZVPD def2/J DEFGRID3
* xyz 0 1
C -1.128 -1.928 -0.523
C 0.812 1.345 0.191
N -1.147 -2.438 -1.591
N -1.156 -1.297 0.597
Cl 0.282 -0.422 1.013
H 0.725 1.981 1.014
H -0.049 1.575 -0.371
H 1.661 1.184 -0.330
*
```

## Properties
HOMO, eV: -9.00
Frontier orbital gap, eV: 7.8557
Molecular weight, g/mol: 90.5

List of natural (NBO) charges in e, atom by atom: 0.3383 -0.4610 -0.3934 -0.6040 0.4541 0.2227 0.2256 0.2177


Density functional theory data (the ωB97M-V functional and the def2-TZVPD basis) for a cluster of 2 separate species, C2H3ClN2 in total in a non-equilibrium geometry.

```
! RIJCOSX wB97M-V def2-TZVPD def2/J DEFGRID3
* xyz 0 1
C -2.008 -0.587 0.459
C 0.776 1.344 -0.153
N -1.532 -0.158 1.415
N 1.162 0.319 -0.705
Cl 1.858 -1.406 0.040
H -2.069 -1.185 -0.361
H 1.052 1.728 0.854
H 0.760 -0.055 -1.548
*
```

## Properties
HOMO (spin up / spin down), eV: -9.16 / -9.16
Frontier orbital gap (spin up / spin down), eV: 8.5814 / 8.5805
Molecular weight, g/mol: 90.5

List of natural (NBO) charges in e, atom by atom: 0.0759 0.1087 -0.2907 -0.4761 -0.2565 0.2172 0.2085 0.4130


Density functional theory data (the ωB97M-V functional and the def2-TZVPD basis) for a structure of composition C2H3ClN3OP3 in a non-equilibrium geometry.

```
! RIJCOSX wB97M-V def2-TZVPD def2/J DEFGRID3
* xyz 0 1
C -1.859 0.249 -0.140
C -1.689 -1.037 0.096
N 1.719 2.095 -0.541
N 1.287 -0.429 -1.260
N 1.318 1.270 1.951
O -0.497 -1.687 0.175
P 1.037 2.387 0.948
P 2.078 0.971 -1.580
P 0.968 -1.008 0.197
Cl 2.001 -2.677 0.369
H -2.837 0.687 -0.185
H -1.019 0.908 -0.292
H -2.506 -1.728 0.260
*
```

## Properties
HOMO (spin up / spin down), eV: -9.37 / -9.42
Frontier orbital gap (spin up / spin down), eV: 7.8176 / 6.6038
Molecular weight, g/mol: 213.4

List of natural (NBO) charges in e, atom by atom: -0.4673 0.1371 -1.3918 -1.3528 -0.8330 -0.7734 1.1988 1.3931 1.6712 -0.2056 0.2253 0.1968 0.2017


Density functional theory data (the ωB97M-V functional and the def2-TZVPD basis) for an isolated molecule of C2H3ClO in a non-equilibrium geometry.

```
! RIJCOSX wB97M-V def2-TZVPD def2/J DEFGRID3
* xyz 0 1
C 0.006 -1.298 -0.351
C 0.095 1.043 0.337
O -0.377 -0.117 0.108
Cl -0.975 2.153 1.162
H 1.075 -1.414 -0.618
H -0.902 -1.903 -0.744
H 1.077 1.536 0.105
*
```

## Properties
HOMO (spin up / spin down), eV: -7.52 / -7.91
Frontier orbital gap (spin up / spin down), eV: 8.0261 / 8.6263
Molecular weight, g/mol: 78.5

List of natural (NBO) charges in e, atom by atom: -0.1767 0.0505 -0.3867 -0.0340 0.1642 0.1908 0.1919


Table of energy relative to the best compared isomer or geometry (same formula, charge and spin) (eV), in record order: 1.116; 2.668; 0.587; 3.913; 3.253; 1.048; 5.818; 2.754; 0.000; 3.710; 2.801; 4.222; 1.274; 2.543; 2.705; 3.690; 5.108; 4.413; 2.108; 4.112